DFT (ωB97M-V with the def2-TZVPD basis set) results for a structure of composition C32H46Br24N6O2P at a distorted geometry.

Geometry as XYZ:
```
111
Properties=species:S:1:pos:R:3:forces:R:3
C 3.862979 1.963314 -0.996280 1.023 3.931 -9.255
C 4.104996 2.627285 -2.228837 -1.924 -4.635 7.557
C 4.188488 3.400616 -3.674070 -0.890 0.128 0.965
C 2.628184 3.694276 -4.168688 0.455 1.039 -0.041
C 1.996164 2.503842 -5.105586 -0.529 0.612 -0.224
C 1.885498 1.039616 -4.383666 0.758 -7.304 2.973
N 2.977327 0.009409 -4.236441 -4.683 -0.223 1.431
C 2.385305 -1.205971 -3.492521 -2.261 4.160 -1.108
N 3.097430 -2.313610 -3.148057 -0.596 0.771 -0.920
N 4.452891 -2.332592 -3.552243 0.948 0.847 0.016
C 5.326246 -1.528667 -2.623339 1.815 -0.418 1.330
C 6.856608 -1.337901 -3.262737 0.294 -0.429 0.383
C 7.873888 -0.719804 -2.088843 -1.636 0.423 -0.116
C 7.400308 0.858304 -1.897367 -0.728 -1.078 -0.436
P 2.577846 -3.748628 -2.249117 4.967 -1.278 0.599
O 3.802094 -4.756343 -1.973254 -2.885 4.582 -3.344
N 0.933283 -0.984971 -3.209663 3.975 1.033 -1.511
C -0.182711 -1.757544 -2.584131 -2.112 0.381 0.417
C -0.491411 -1.315196 -1.000811 2.761 2.323 3.109
O 0.418179 -0.665208 -0.271667 -5.584 -4.143 -4.657
C -2.024624 -1.709670 -0.471255 -2.829 -1.058 0.917
C -3.314483 -0.888322 -1.096421 -0.706 -2.347 2.022
C -4.875325 -1.208562 -0.658474 4.841 -1.042 2.476
C -5.145715 -2.416346 0.421808 4.042 0.890 -1.180
C -3.855052 -3.233261 1.031562 0.102 2.292 -2.369
C -2.272049 -2.912038 0.615524 -3.402 2.324 -1.829
N 0.714194 0.319404 -3.710308 1.200 4.204 -2.685
C -0.517342 1.188325 -3.707145 -1.504 1.101 0.769
C -0.331402 2.460288 -2.636091 -1.066 0.249 -0.274
C -1.404201 2.431633 -1.398087 0.206 1.551 0.811
C -0.753050 3.269384 -0.105684 0.072 -0.895 -0.156
C -1.645767 3.147964 1.264067 1.086 0.119 1.326
N -2.457380 4.411329 1.590426 1.241 0.053 0.240
H 3.524150 1.195469 -0.157169 0.978 2.116 -2.314
H 4.744454 4.441159 -3.558520 -1.180 -2.346 -0.025
H 4.724572 2.790563 -4.526309 -0.919 0.914 2.102
H 2.705328 4.667877 -4.854841 -0.307 -2.264 1.237
H 1.918879 4.017891 -3.269041 1.694 -1.030 -1.946
H 2.645470 2.464884 -6.106469 -1.306 -0.559 2.426
H 0.928104 2.899858 -5.460248 2.216 -1.243 0.948
H 4.552662 -2.075438 -4.555114 -0.318 -0.023 1.118
H 5.492790 -2.187912 -1.645099 -0.503 1.262 -2.060
H 4.860429 -0.515865 -2.249334 0.813 -1.747 -1.165
H 6.801493 -0.645690 -4.204816 0.187 -1.140 1.801
H 7.328722 -2.367231 -3.610455 -1.406 1.936 0.734
H 9.006395 -0.846511 -2.355438 -2.321 0.208 0.427
H 7.591681 -1.300499 -1.092751 0.994 1.118 -2.077
H 8.241795 1.559907 -1.484681 -1.821 -1.346 -0.783
H 6.992222 1.191019 -2.968036 1.122 -0.287 2.377
H 6.435840 0.812323 -1.204726 2.278 0.513 -1.304
H 1.493303 -4.483458 -2.860111 0.436 0.989 -0.098
H 2.128220 -3.340785 -0.912005 0.002 1.380 -2.117
H -0.126565 -2.933348 -2.697298 0.327 2.582 0.254
H -1.184768 -1.463946 -3.164574 2.215 -0.677 1.185
H -3.123992 -0.032828 -1.906147 -0.491 -2.088 2.069
H -5.712060 -0.547215 -1.156475 2.422 -0.946 2.257
H -6.277383 -2.654319 0.704085 2.881 0.388 -0.567
H -4.090535 -4.112631 1.789647 0.679 2.120 -1.778
H -1.386863 -3.555679 1.072112 -2.142 1.646 -1.108
H -0.706846 1.614819 -4.806300 0.616 -1.204 2.439
H -1.513090 0.668184 -3.391356 2.084 0.495 -0.655
H 0.741611 2.508486 -2.168925 -1.907 -0.224 -1.193
H -0.584826 3.427547 -3.288306 0.885 -1.929 1.582
H -1.653208 1.363542 -0.989546 0.455 1.994 -0.988
H -2.376035 3.045939 -1.694423 1.820 -1.731 0.489
H -0.558925 4.402661 -0.352768 -0.454 -2.198 0.349
H 0.304303 2.776765 0.082093 -2.111 1.000 -0.274
H -0.887199 3.030860 2.173030 -1.397 -0.145 -2.066
H -2.348834 2.210016 1.311346 1.326 1.737 -0.478
H -2.317162 4.671676 2.610350 -0.227 -0.585 -1.752
H -2.054325 5.216841 1.060369 -0.440 -0.954 0.603
C 2.108143 -5.897945 1.360594 -1.161 -0.250 0.863
Br 2.131533 -5.373007 -0.512412 -1.086 -4.845 4.632
Br 2.711458 -7.730917 1.606280 -0.119 0.606 -0.217
Br 3.104883 -4.652445 2.473977 -0.235 -0.296 -0.479
H 1.064926 -5.857724 1.690904 0.518 -0.108 0.096
C -4.355044 0.984421 3.780910 -0.041 0.410 -0.101
Br -5.703324 0.638365 5.139824 0.340 -0.051 -0.326
Br -2.552965 0.880069 4.506004 -0.430 -0.030 -0.168
Br -4.578785 -0.167439 2.229286 0.132 0.527 0.805
H -4.502879 2.014026 3.438737 0.074 -0.418 0.188
C 2.668162 -9.291046 -2.418072 0.184 -0.001 0.245
Br 3.700923 -10.776907 -3.132133 -0.350 0.434 0.154
Br 2.318962 -7.936396 -3.769783 0.038 -0.306 0.250
Br 1.030851 -9.894538 -1.558197 0.388 0.162 -0.271
H 3.280999 -8.818923 -1.643116 -0.282 -0.159 -0.338
C -7.624007 2.012618 8.216027 0.073 0.029 -0.239
Br -9.416553 1.257005 8.206532 0.444 0.200 0.109
Br -7.653361 3.942981 8.454718 -0.014 -0.541 -0.004
Br -6.477104 1.139116 9.522162 -0.329 0.225 -0.255
H -7.190199 1.819008 7.229441 -0.193 0.129 0.472
C -9.226008 1.742891 12.401279 0.067 -0.024 -0.202
Br -11.018554 0.987277 12.391785 0.459 0.210 0.041
Br -9.255362 3.673254 12.639970 -0.006 -0.509 -0.030
Br -8.079105 0.869389 13.707414 -0.314 0.240 -0.318
H -8.792200 1.549281 11.414694 -0.183 0.073 0.425
C 1.119343 6.173854 2.792923 -0.141 -0.011 0.243
Br 1.709572 4.496914 2.003138 -0.002 0.583 0.282
Br 2.544573 7.046226 3.788829 -0.380 -0.259 -0.348
Br 0.331079 7.360208 1.467938 0.210 -0.287 0.258
H 0.330704 5.928561 3.511884 0.353 0.122 -0.332
C 4.324206 1.603217 3.922281 -0.195 0.055 0.266
Br 4.347597 2.128156 2.049274 0.242 -0.194 0.676
Br 4.927521 -0.229755 4.167966 -0.109 0.472 -0.110
Br 5.320946 2.848717 5.035663 -0.248 -0.354 -0.370
H 3.280990 1.643438 4.252591 0.465 -0.012 -0.166
C -8.085844 -2.534891 -2.793241 -0.380 -0.335 -0.723
Br -9.135171 -0.945254 -3.188496 0.337 -0.403 0.181
Br -6.210569 -2.109702 -2.498804 -1.963 -1.583 -2.159
Br -8.838727 -3.550058 -1.314395 0.296 0.341 -0.322
H -8.132814 -3.177329 -3.678731 -0.089 0.258 0.406
```
Forces are in eV/Å.

The frontier orbital gap is 7.5 eV. The lowest unoccupied orbital energy is -3.4 eV. The calculation puts the total energy at -1737237.451 eV. The charge is +1. Its energy relative to the best compared isomer or geometry (same formula, charge and spin) is 555.8 kcal/mol. The value obtained for the strongest force on any atom is 0.1965 Eh/bohr. The HOMO energy is -10.9 eV.